Molecular formula: C24H48BCl6N8O30
Method: DFT, ωB97M-V/def2-TZVPD

Bonds (Å) are listed after each position.
Atoms and positions in Å:
1 O 17.29059 -6.82025 1.83900  C2 1.203
2 C 17.30560 -5.61821 1.88363  O1 1.203, O3 1.328, C6 1.519
3 O 16.28334 -4.77839 1.99887  C2 1.328, B4 1.495
4 B 16.77309 -3.36654 1.97085  O3 1.495, O5 1.442, O8 1.486, O12 1.541
5 O 18.20895 -3.46078 1.87064  B4 1.442, C6 1.331
6 C 18.53916 -4.74321 1.73995  C2 1.519, O5 1.331, O7 1.222
7 O 19.67184 -5.16960 1.56830  C6 1.222
8 O 16.47684 -2.52576 3.15970  B4 1.486, C9 1.275
9 C 15.78160 -1.49725 2.87104  O8 1.275, O10 1.213, C11 1.581
10 O 15.33324 -0.67360 3.64076  C9 1.213
11 C 15.73792 -1.41058 1.29283  C9 1.581, O12 1.348, O13 1.245
12 O 16.11139 -2.60976 0.80241  B4 1.541, C11 1.348
13 O 15.29862 -0.44430 0.64186  C11 1.245
14 Cl 22.04268 -8.46016 -1.92976  C15 1.776
15 C 21.47710 -7.66576 -0.44601  Cl14 1.776, C16 1.521, H18 1.090, H19 1.090
16 C 20.21376 -8.34203 0.06401  C15 1.521, Cl17 1.819, H20 1.090, H21 1.090
17 Cl 19.01590 -8.43620 -1.30191  C16 1.819
18 H 21.22662 -6.62019 -0.62529  C15 1.090
19 H 22.33358 -7.72519 0.22557  C15 1.090
20 H 19.72032 -7.74006 0.82706  C16 1.090
21 H 20.39700 -9.34648 0.44558  C16 1.090
22 Cl 20.98585 -4.14292 7.01459  C23 1.744
23 C 19.50822 -3.29020 6.65372  Cl22 1.744, C24 1.544, H26 1.090, H27 1.090
24 C 19.47174 -2.93455 5.15136  C23 1.544, Cl25 1.765, H28 1.090, H29 1.090
25 Cl 20.80522 -1.83517 4.79087  C24 1.765
26 H 19.43069 -2.44456 7.33708  C23 1.090
27 H 18.73281 -3.98168 6.98340  C23 1.090
28 H 18.58976 -2.36209 4.86409  C24 1.090
29 H 19.54517 -3.80969 4.50572  C24 1.090
30 Cl 12.08837 1.13232 4.34784  C31 1.823
31 C 12.19418 0.02787 2.90078  Cl30 1.823, C32 1.521, H34 1.090, H35 1.090
32 C 10.87269 -0.43611 2.30862  C31 1.521, Cl33 1.781, H36 1.090, H37 1.090
33 Cl 10.15362 -1.46122 3.57451  C32 1.781
34 H 12.88527 -0.79044 3.10292  C31 1.090
35 H 12.82064 0.62232 2.23575  C31 1.090
36 H 11.00710 -1.03700 1.40921  C32 1.090
37 H 10.10347 0.30830 2.10309  C32 1.090
38 C 14.27045 -1.63754 -2.62289  N39 1.479, H42 1.090, H43 1.090, H44 1.090
39 N 14.74943 -0.39020 -3.25766  C38 1.479, O40 1.225, O41 1.229
40 O 15.93134 -0.08871 -3.14073  N39 1.225
41 O 13.98213 0.05870 -4.10686  N39 1.229
42 H 14.78227 -1.61626 -1.66076  C38 1.090
43 H 14.65607 -2.45780 -3.22834  C38 1.090
44 H 13.19372 -1.67106 -2.45671  C38 1.090
45 C 20.47105 -1.10209 1.29442  N46 1.494, H49 1.090, H50 1.090, H51 1.090
46 N 19.76869 0.20940 1.43407  C45 1.494, O47 1.263, O48 1.231
47 O 18.50679 0.16603 1.44303  N46 1.263
48 O 20.43600 1.20752 1.70461  N46 1.231
49 H 21.43704 -1.08044 0.78994  C45 1.090
50 H 19.79719 -1.74377 0.72673  C45 1.090
51 H 20.41867 -1.53078 2.29521  C45 1.090
52 C 17.77069 -3.41118 -2.23210  N53 1.513, H56 1.090, H57 1.090, H58 1.090
53 N 19.18742 -3.75742 -1.83026  C52 1.513, O54 1.245, O55 1.257
54 O 19.99245 -2.81302 -1.93076  N53 1.245
55 O 19.44985 -4.94009 -1.49381  N53 1.257
56 H 17.11720 -3.61926 -1.38489  C52 1.090
57 H 17.51029 -4.15694 -2.98319  C52 1.090
58 H 17.53008 -2.45046 -2.68733  C52 1.090
59 C 14.94753 -5.99051 4.48435  N60 1.506, H63 1.090, H64 1.090, H65 1.090
60 N 16.20509 -5.91138 5.30987  C59 1.506, O61 1.216, O62 1.240
61 O 16.47864 -6.79058 6.10398  N60 1.216
62 O 16.94620 -4.95888 5.02470  N60 1.240
63 H 14.15127 -6.34404 5.13940  C59 1.090
64 H 15.32034 -6.66632 3.71469  C59 1.090
65 H 14.70570 -4.94580 4.28887  C59 1.090
66 C 12.77449 -4.91679 0.94295  N67 1.443, H70 1.090, H71 1.090, H72 1.090
67 N 12.86251 -3.55461 1.41132  C66 1.443, O68 1.273, O69 1.209
68 O 13.19500 -3.41766 2.63214  N67 1.273
69 O 12.73313 -2.67674 0.59019  N67 1.209
70 H 13.78332 -5.26313 0.71841  C66 1.090
71 H 12.28029 -4.98164 -0.02641  C66 1.090
72 H 12.13970 -5.45019 1.65049  C66 1.090
73 C 17.20759 -10.16597 0.83422  N74 1.459, H77 1.090, H78 1.090, H79 1.090
74 N 16.91636 -10.53099 2.21616  C73 1.459, O75 1.213, O76 1.196
75 O 17.54211 -11.48348 2.63290  N74 1.213
76 O 16.11006 -9.83062 2.75403  N74 1.196
77 H 16.63828 -10.80222 0.15660  C73 1.090
78 H 18.29485 -10.11799 0.77382  C73 1.090
79 H 16.88902 -9.12369 0.81771  C73 1.090
80 C 19.16952 -7.66123 4.78204  N81 1.467, H84 1.090, H85 1.090, H86 1.090
81 N 20.54917 -7.94490 4.37101  C80 1.467, O82 1.188, O83 1.235
82 O 20.71902 -8.80835 3.57224  N81 1.188
83 O 21.50088 -7.31783 4.84756  N81 1.235
84 H 19.03373 -7.99152 5.81187  C80 1.090
85 H 18.48158 -8.16017 4.09947  C80 1.090
86 H 19.08087 -6.59585 4.56942  C80 1.090
87 C 18.15198 0.38746 4.94293  N88 1.456, H91 1.090, H92 1.090, H93 1.090
88 N 17.78354 0.22385 6.34243  C87 1.456, O89 1.238, O90 1.189
89 O 18.32176 1.01227 7.13007  N88 1.238
90 O 17.10062 -0.71485 6.60061  N88 1.189
91 H 17.99695 -0.47367 4.29291  C87 1.090
92 H 19.18658 0.71553 4.84252  C87 1.090
93 H 17.48843 1.14131 4.51924  C87 1.090
94 C 13.74941 -2.45273 6.10567  O95 1.422, H100 1.090, H101 1.090, H102 1.090
95 O 13.78756 -3.64878 6.87309  C94 1.422, C96 1.319
96 C 12.76182 -4.47211 6.97244  O95 1.319, O97 1.266, O98 1.304
97 O 11.63970 -4.27616 6.42078  C96 1.266
98 O 13.12892 -5.46519 7.73423  C96 1.304, C99 1.467
99 C 12.04078 -6.31414 8.23018  O98 1.467, H103 1.090, H104 1.090, H105 1.090
100 H 12.81851 -1.90751 6.26140  C94 1.090
101 H 13.91156 -2.81370 5.09005  C94 1.090
102 H 14.58869 -1.89917 6.52673  C94 1.090
103 H 11.45371 -6.79922 7.45034  C99 1.090
104 H 11.39450 -5.76745 8.91688  C99 1.090
105 H 12.47241 -7.04902 8.90971  C99 1.090
106 C 22.42244 -4.40794 3.73126  O107 1.410, H112 1.090, H113 1.090, H114 1.090
107 O 22.35433 -3.92134 2.40974  C106 1.410, C108 1.330
108 C 23.25322 -3.08666 1.89522  O107 1.330, O109 1.238, O110 1.356
109 O 24.04971 -2.37520 2.52094  C108 1.238
110 O 23.11322 -3.03155 0.54795  C108 1.356, C111 1.388
111 C 22.62387 -4.08206 -0.21648  O110 1.388, H115 1.090, H116 1.090, H117 1.090
112 H 22.41382 -3.68967 4.55108  C106 1.090
113 H 23.27476 -5.05476 3.93930  C106 1.090
114 H 21.61725 -5.09186 3.99961  C106 1.090
115 H 23.00762 -5.03700 0.14258  C111 1.090
116 H 22.97410 -3.99394 -1.24491  C111 1.090
117 H 21.54135 -4.17251 -0.30624  C111 1.090

The spin multiplicity is 2. The electronic energy is -6424.0606 Ha. The highest occupied orbital energy (alpha / beta) comes out at 0.5 / -3.8 eV. The LUMO energy (alpha / beta) is 0.1195 / 0.1195 hartree. Its net charge is -2.

Molecular formula: C24H48Cl4O44S11
Method: DFT, ωB97M-V/def2-TZVPD

Bonds (Å) are listed after each position.
Atoms and positions in Å:
1 C 1.68981 -4.89044 3.28572  C2 1.561, O7 1.375, H8 1.090, H9 1.090
2 C 2.47385 -3.59783 2.89594  C1 1.561, O3 1.436, H10 1.090, H11 1.090
3 O 2.18048 -2.64563 3.93022  C2 1.436, S4 1.696
4 S 0.64509 -2.94011 4.58794  O3 1.696, O5 1.466, O6 1.480, O7 1.637
5 O -0.29658 -2.43715 3.58339  S4 1.466
6 O 0.50805 -2.70228 6.04242  S4 1.480
7 O 0.87046 -4.54144 4.33330  C1 1.375, S4 1.637
8 H 2.30155 -5.69751 3.68887  C1 1.090
9 H 1.14081 -5.35912 2.46900  C1 1.090
10 H 2.27545 -3.18569 1.90655  C2 1.090
11 H 3.53635 -3.81603 3.00353  C2 1.090
12 C 2.74156 2.16387 -5.18041  C13 1.531, O18 1.449, H19 1.090, H20 1.090
13 C 3.34120 3.57213 -5.19052  C12 1.531, O14 1.453, H21 1.090, H22 1.090
14 O 4.59814 3.40393 -4.48186  C13 1.453, S15 1.681
15 S 4.41928 2.37210 -3.16675  O14 1.681, O16 1.434, O17 1.472, O18 1.658
16 O 3.90796 3.22526 -2.13313  S15 1.434
17 O 5.63040 1.57166 -2.92514  S15 1.472
18 O 3.24307 1.52973 -3.97754  C12 1.449, S15 1.658
19 H 2.90316 1.56562 -6.07712  C12 1.090
20 H 1.65363 2.23109 -5.17619  C12 1.090
21 H 2.69891 4.25388 -4.63305  C13 1.090
22 H 3.42346 4.05380 -6.16485  C13 1.090
23 C 1.50822 -3.14901 -4.27656  C24 1.513, O29 1.422, H30 1.090, H31 1.090
24 C 1.23244 -1.68296 -4.02162  C23 1.513, O25 1.383, H32 1.090, H33 1.090
25 O -0.10298 -1.65430 -3.66202  C24 1.383, S26 1.685
26 S -1.03364 -2.72930 -4.56647  O25 1.685, O27 1.458, O28 1.473, O29 1.676
27 O -1.65172 -2.08486 -5.71892  S26 1.458
28 O -1.85208 -3.56055 -3.66730  S26 1.473
29 O 0.36321 -3.53230 -5.02858  C23 1.422, S26 1.676
30 H 1.40993 -3.84695 -3.44511  C23 1.090
31 H 2.44714 -3.31389 -4.80509  C23 1.090
32 H 1.26571 -1.15301 -4.97354  C24 1.090
33 H 1.85115 -1.06199 -3.37379  C24 1.090
34 C 2.19502 2.11744 3.75735  C35 1.539, O40 1.476, H41 1.090, H42 1.090
35 C 2.31300 3.62071 3.45197  C34 1.539, O36 1.413, H43 1.090, H44 1.090
36 O 2.46734 4.06512 4.78414  C35 1.413, S37 1.641
37 S 1.32251 3.45636 5.79034  O36 1.641, O38 1.475, O39 1.477, O40 1.677
38 O 0.03367 4.14621 5.59702  S37 1.475
39 O 1.81955 3.23086 7.16264  S37 1.477
40 O 1.35324 1.99741 4.96346  C34 1.476, S37 1.677
41 H 3.19190 1.82368 4.08602  C34 1.090
42 H 1.80832 1.48517 2.95810  C34 1.090
43 H 1.38354 4.07844 3.11334  C35 1.090
44 H 3.18282 3.86467 2.84207  C35 1.090
45 C -1.16370 -0.27737 0.58652  C46 1.534, O51 1.416, H52 1.090, H53 1.090
46 C -1.16544 -0.39002 -0.94301  C45 1.534, O47 1.396, H54 1.090, H55 1.090
47 O 0.14274 0.01433 -1.21720  C46 1.396, S48 1.627
48 S 1.27576 -0.51294 -0.17495  O47 1.627, O49 1.478, O50 1.456, O51 1.668
49 O 2.45476 0.36952 -0.05556  S48 1.478
50 O 1.59737 -1.92469 -0.32799  S48 1.456
51 O 0.17039 -0.31579 1.05815  C45 1.416, S48 1.668
52 H -1.63269 -1.14132 1.05741  C45 1.090
53 H -1.58168 0.66810 0.93219  C45 1.090
54 H -1.67689 0.36775 -1.53657  C46 1.090
55 H -1.32036 -1.43893 -1.19577  C46 1.090
56 C 5.34985 -1.10465 0.99556  C57 1.587, O62 1.386, H63 1.090, H64 1.090
57 C 5.72961 -0.06383 -0.14009  C56 1.587, O58 1.406, H65 1.090, H66 1.090
58 O 7.12094 0.08621 -0.00370  C57 1.406, S59 1.670
59 S 7.85736 -1.29731 0.57165  O58 1.670, O60 1.462, O61 1.491, O62 1.640
60 O 8.49889 -1.05723 1.86370  S59 1.462
61 O 8.61751 -2.04530 -0.47059  S59 1.491
62 O 6.40064 -1.99654 0.84984  C56 1.386, S59 1.640
63 H 4.32030 -1.45850 0.94163  C56 1.090
64 H 5.50466 -0.68993 1.99162  C56 1.090
65 H 5.16968 0.86107 -0.00172  C57 1.090
66 H 5.55352 -0.46208 -1.13933  C57 1.090
67 C 0.32818 3.61231 -1.26860  C68 1.524, O73 1.421, H74 1.090, H75 1.090
68 C 0.74114 4.39892 -0.02973  C67 1.524, O69 1.452, H76 1.090, H77 1.090
69 O -0.42705 4.19919 0.80957  C68 1.452, S70 1.621
70 S -1.85166 4.20961 0.03595  O69 1.621, O71 1.508, O72 1.468, O73 1.701
71 O -2.25004 5.63901 -0.23411  S70 1.508
72 O -2.85041 3.31228 0.62943  S70 1.468
73 O -1.08995 3.56662 -1.34193  C67 1.421, S70 1.701
74 H 0.78293 2.62332 -1.21179  C67 1.090
75 H 0.63306 4.05565 -2.21655  C67 1.090
76 H 1.02300 5.43532 -0.21554  C68 1.090
77 H 1.65084 4.00256 0.42131  C68 1.090
78 C -3.63122 0.47888 -4.97286  C79 1.544, O84 1.428, H85 1.090, H86 1.090
79 C -2.33368 1.03915 -4.35030  C78 1.544, O80 1.402, H87 1.090, H88 1.090
80 O -2.88653 1.83201 -3.33500  C79 1.402, S81 1.675
81 S -4.21710 2.70787 -3.85352  O80 1.675, O82 1.483, O83 1.449, O84 1.664
82 O -3.87133 3.76611 -4.83274  S81 1.483
83 O -5.19999 3.03650 -2.84067  S81 1.449
84 O -4.72099 1.35213 -4.67570  C78 1.428, S81 1.664
85 H -3.91689 -0.51573 -4.63049  C78 1.090
86 H -3.48074 0.30789 -6.03880  C78 1.090
87 H -1.69825 1.69488 -4.94558  C79 1.090
88 H -1.71821 0.22646 -3.96452  C79 1.090
89 C 2.99378 -6.07576 -1.76625  C90 1.547, O95 1.428, H96 1.090, H97 1.090
90 C 2.35288 -5.29247 -0.59682  C89 1.547, O91 1.443, H98 1.090, H99 1.090
91 O 3.46660 -4.56816 -0.03311  C90 1.443, S92 1.639
92 S 4.56442 -4.03437 -1.12748  O91 1.639, O93 1.437, O94 1.455, O95 1.690
93 O 5.90893 -4.30531 -0.69764  S92 1.437
94 O 4.23915 -2.70011 -1.60773  S92 1.455
95 O 4.03650 -5.21119 -2.21983  C89 1.428, S92 1.690
96 H 2.29457 -6.27981 -2.57716  C89 1.090
97 H 3.36573 -7.03855 -1.41584  C89 1.090
98 H 1.92209 -5.97348 0.13717  C90 1.090
99 H 1.57328 -4.59622 -0.90592  C90 1.090
100 C -5.58212 3.47773 3.35875  C101 1.503, O106 1.406, H107 1.090, H108 1.090
101 C -5.59313 4.12358 4.71617  C100 1.503, O102 1.421, H109 1.090, H110 1.090
102 O -5.91768 3.07286 5.61622  C101 1.421, S103 1.657
103 S -7.07455 2.12879 4.89887  O102 1.657, O104 1.460, O105 1.436, O106 1.656
104 O -8.38192 2.73361 5.13760  S103 1.460
105 O -6.84690 0.74311 5.20123  S103 1.436
106 O -6.52261 2.43285 3.36791  C100 1.406, S103 1.656
107 H -4.60998 3.03811 3.13565  C100 1.090
108 H -5.88316 4.08641 2.50611  C100 1.090
109 H -6.28091 4.96062 4.83613  C101 1.090
110 H -4.62232 4.53650 4.99029  C101 1.090
111 C -4.71712 0.91725 -0.25738  C112 1.587, O117 1.416, H118 1.090, H119 1.090
112 C -6.03850 0.39653 -0.96584  C111 1.587, O113 1.395, H120 1.090, H121 1.090
113 O -6.13500 -0.95657 -0.63926  C112 1.395, S114 1.685
114 S -4.61468 -1.64716 -0.41155  O113 1.685, O115 1.440, O116 1.477, O117 1.673
115 O -3.92093 -1.93130 -1.64143  S114 1.440
116 O -4.74821 -2.75910 0.55214  S114 1.477
117 O -4.12628 -0.22857 0.32917  C111 1.416, S114 1.673
118 H -4.95052 1.62312 0.53972  C111 1.090
119 H -4.05277 1.32075 -1.02153  C111 1.090
120 H -6.16330 0.58873 -2.03148  C112 1.090
121 H -6.77298 1.00871 -0.44248  C112 1.090
122 C -1.86954 0.74210 4.13309  Cl123 1.769, Cl124 1.755, H125 1.090, H126 1.090
123 Cl -1.34171 2.26757 3.40962  C122 1.769
124 Cl -3.37165 0.20598 3.40186  C122 1.755
125 H -1.02838 0.06341 3.99196  C122 1.090
126 H -1.96632 0.92866 5.20264  C122 1.090
127 C -2.50275 -4.75676 1.66477  Cl128 1.738, Cl129 1.821, H130 1.090, H131 1.090
128 Cl -3.02896 -3.92307 3.09664  C127 1.738
129 Cl -1.08904 -3.89885 0.90213  C127 1.821
130 H -2.21069 -5.74344 2.02432  C127 1.090
131 H -3.38602 -4.89501 1.04120  C127 1.090

The electronic energy is -10474.2031 Ha. The highest occupied orbital energy comes out at -10.8 eV. The LUMO energy is -0.0178 hartree. Its net charge is 0.